(1)
{"formula": "C7H5FNO2S", "method": "ωB97M-V/def2-TZVPD", "charge": -1, "multiplicity": 3, "e_homo_ev": [-2.1, -4.7], "elements": ["C", "H", "C", "C", "C", "H", "S", "C", "O", "C", "H", "N", "O", "H", "F", "C", "H"], "xyz": [[-3.07949, 1.09038, -0.00892], [0.52066, -2.55592, 0.93379], [0.41150, -1.94148, -0.09494], [-0.76329, 0.29752, -0.05212], [-2.12284, 2.00899, -0.28046], [-4.09279, 1.24303, -0.19300], [-2.45489, -0.48288, 0.22204], [1.66206, 0.31590, 0.30351], [3.32697, -0.78659, -0.86004], [0.44147, -0.44938, 0.05843], [1.05060, -2.40779, -0.75787], [-0.83951, 1.50270, -0.36913], [3.94757, -0.03516, 1.16460], [-2.21828, 3.08284, -0.43098], [1.60241, 1.68580, 0.53852], [3.14966, -0.27421, 0.26809], [-0.54182, -2.29374, -0.44154]]}

(2)
{"formula": "C11H3BF5MoN3S3", "method": "ωB97M-V/def2-TZVPD", "e_homo_ev": [-7.9, -7.8], "elements": ["C", "C", "C", "F", "C", "N", "C", "F", "H", "N", "C", "S", "S", "Mo", "F", "F", "C", "C", "H", "C", "C", "S", "B", "F", "N", "H", "C"], "xyz": [[1.99547, -2.62315, 1.41768], [-0.47732, 1.12576, -1.19099], [3.54433, -0.19188, -0.37357], [-1.60411, -2.56242, 1.40509], [2.01125, 0.46964, 1.38974], [1.56267, 0.28535, 2.54369], [0.69106, -2.25362, 1.79577], [1.44377, -3.96148, -1.88749], [-2.05329, -0.61688, -1.74627], [0.40719, 1.98344, -1.25941], [2.24929, -3.22527, 0.20420], [0.29119, -0.77782, 2.82946], [2.07096, 1.91020, -1.20020], [0.92433, -0.96436, -0.24974], [3.00137, -2.35944, 2.23590], [3.46994, -3.58029, -0.13704], [4.57806, -0.96265, 0.21985], [1.19250, -3.46342, -0.69342], [-0.16943, -0.16052, -1.15974], [-0.34992, -2.74536, 1.00496], [-0.10968, -3.32733, -0.25061], [3.03207, -0.43912, -1.95499], [-1.56511, 0.06503, -0.90740], [-1.12692, -3.71397, -1.00868], [5.41909, -1.58666, 0.69602], [-1.96270, 0.05062, 0.21495], [2.66270, 0.78840, 0.28366]]}

(3)
{"formula": "C39H41N2O3P2PdS2Si", "method": "ωB97M-V/def2-TZVPD", "charge": 1, "multiplicity": 5, "e_homo_ev": [-10.1, -11.2], "elements": ["N", "C", "H", "H", "H", "C", "C", "C", "H", "C", "P", "N", "H", "C", "H", "C", "C", "C", "C", "O", "H", "H", "C", "H", "H", "H", "C", "C", "H", "C", "C", "C", "C", "H", "H", "H", "H", "C", "H", "C", "H", "H", "H", "H", "H", "C", "H", "P", "C", "H", "C", "H", "H", "H", "C", "C", "H", "C", "O", "C", "S", "O", "Si", "S", "H", "H", "C", "H", "C", "C", "C", "C", "C", "H", "H", "H", "C", "H", "H", "C", "H", "C", "H", "Pd", "C", "H", "C", "C", "C", "H", "H"], "xyz": [[-0.68803, 0.63768, -1.43398], [-1.30902, -3.17693, 5.03618], [-4.32474, -3.79464, -0.13389], [3.58044, -0.03917, -3.80556], [-2.86213, -2.21077, 1.04370], [-2.68376, -0.44864, -6.40121], [-1.18931, -2.01253, 5.78390], [3.42074, -1.61365, 3.17371], [-1.66115, -4.08705, 5.50353], [0.04470, -1.69308, -5.72482], [-0.02631, -1.99367, 1.34352], [2.20661, -0.40297, 1.69525], [-1.73325, 1.36389, 1.32549], [-2.71168, -5.05940, -0.77396], [-0.64312, 0.06546, 5.76204], [-1.04947, -3.26916, 0.56517], [2.83476, 0.44817, 2.49787], [3.63747, -0.29140, 3.43729], [-0.19348, 3.35216, 3.60096], [4.15479, 0.69683, -0.41365], [-0.06367, 0.06824, 3.36983], [-3.38008, 3.36171, 4.73349], [-1.34082, -5.26635, -0.75150], [-0.05139, -2.35588, -6.58794], [-1.00226, 2.56844, -0.80877], [-3.35698, -5.75410, -1.29487], [-0.50998, -4.37579, -0.08651], [0.41174, 4.71913, 0.40102], [3.36744, 2.35335, 1.76890], [1.33001, 3.66935, 0.42829], [-0.97852, -3.17698, 3.69158], [-2.53298, 3.13091, 4.10119], [-0.73657, -0.84608, 5.18589], [2.06089, -2.83852, 0.40320], [4.27046, 0.13762, 4.19702], [0.77654, 3.77423, 3.83583], [3.20364, 2.92343, -0.34505], [-0.40865, -0.84387, 3.83810], [-2.42044, 1.61586, -4.72670], [-2.42944, -3.06843, 0.53941], [-2.12609, 3.26823, -2.90512], [0.67081, -2.19343, -4.98584], [0.55791, -4.55416, -0.09163], [-3.67911, -0.15830, -6.05978], [-2.03020, -3.31386, -3.64412], [1.83803, 5.92655, -1.10852], [5.07392, -0.45908, -2.92108], [1.00059, 2.14771, 1.35045], [2.50033, 3.74788, -0.32823], [-2.75702, -3.47424, -5.24557], [-1.92863, 1.32222, -3.80763], [3.83981, -2.46932, 3.67741], [-2.81938, -1.15316, -7.22464], [4.59806, 1.25067, -3.09906], [-1.61339, 2.02065, 2.18086], [-3.25539, -3.95925, -0.12388], [-1.15072, 4.27318, 5.28117], [-1.14372, 1.86085, -1.61650], [2.08973, 0.95462, -1.68524], [2.49627, -1.65682, 2.08098], [-0.11458, -1.80320, -2.11509], [2.93810, -1.25994, -1.24789], [-1.66135, -1.27461, -5.05324], [3.32760, 0.13259, -1.46420], [-1.45068, -2.01793, 6.83387], [2.51896, 2.39692, 3.30817], [-2.70108, 2.32439, 2.98535], [-3.56118, -2.51065, -4.01139], [-0.52697, -2.00559, 3.08151], [2.55579, 1.89028, 2.34187], [0.66842, 5.84478, -0.36753], [-1.45574, 0.01589, -3.65249], [-1.27927, 3.64242, 4.41167], [-1.07948, -4.08711, 3.11276], [-0.04279, 6.66010, -0.38019], [-0.49931, 4.66763, 0.98421], [4.23701, 0.23216, -2.98267], [0.56600, -0.79403, -6.05949], [1.72854, -3.66420, 1.96534], [2.75020, 4.88038, -1.08495], [-0.91066, -6.12344, -1.25260], [-1.77352, 2.25182, -2.79844], [-2.19111, 0.43262, -6.81679], [0.81683, 0.08316, 0.12595], [-0.81762, -0.27159, -2.43476], [-3.67708, 1.92318, 2.74590], [-2.58481, -2.78306, -4.41717], [1.69674, -2.71487, 1.43134], [-0.35458, 2.53520, 2.48264], [2.04126, 6.80639, -1.70470], [3.66157, 4.94195, -1.66499]]}

(4)
{"formula": "C3H3N2O", "method": "ωB97M-V/def2-TZVPD", "charge": 1, "smiles": "NC=C=[N+]=C=O", "e_homo_ev": -13.9, "elements": ["O", "C", "H", "H", "N", "C", "C", "N", "H"], "xyz": [[-2.87583, -2.64971, -0.71869], [-0.37662, -0.15943, -0.08410], [0.08318, 0.74128, 1.43793], [2.08994, 1.17310, -0.82067], [1.70667, 1.15877, 0.10625], [0.57658, 0.59910, 0.45948], [-2.12880, -1.84408, -0.42065], [-1.33960, -0.92625, -0.45319], [2.26448, 1.90723, 0.49365]]}

For each record above, in turn, the calculated maximum force values are 0.10843 0.12334 0.01196 0.07875 Eh/bohr.
For each record above, in turn, the calculated ΔE to the lowest compared entry with this formula, charge and spin values are 0.0 149.6 0.0 56.8 kcal/mol.